Molecular formula: C17H28BHgI2NO5
Method: DFT, ωB97M-V/def2-TZVPD

E_HOMO in eV: -13.2
ΔE to the lowest compared entry with this formula, charge and spin in kcal/mol: 129.2
Kohn-Sham gap in eV: 1.9304
Total charge: +2

Last column: Löwdin charge in e.
Cartesian coordinates (Å):
C (-3.90, -3.34, -2.51)  0.096
C (-2.78, -2.49, -2.22)  -0.002
C (-1.55, -2.31, -3.24)  -0.366
O (-1.77, -2.66, -4.43)  0.060
O (-0.30, -1.85, -2.80)  -0.065
C (0.73, -2.06, -3.82)  -0.152
C (2.22, -1.82, -3.26)  -0.142
C (2.72, -0.29, -3.45)  -0.171
C (3.18, 0.25, -1.99)  -0.200
C (1.95, 0.93, -1.19)  -0.188
C (2.22, 1.05, 0.39)  -0.126
C (0.95, 1.52, 1.26)  -0.230
N (0.47, 2.76, 0.60)  0.073
C (-0.73, 2.65, -0.21)  -0.362
O (-1.32, 3.50, -0.91)  0.060
C (-1.18, 1.12, 0.09)  -0.052
C (-0.35, 0.56, 1.35)  -0.269
B (0.08, -1.03, 1.33)  -0.563
O (0.56, -1.64, 0.10)  0.104
O (0.05, -1.88, 2.49)  -0.069
C (1.19, -1.66, 3.37)  -0.052
C (-1.31, 0.67, 2.62)  -0.571
I (-3.13, -0.59, 2.43)  1.128
C (-1.84, 2.16, 2.96)  -0.622
C (-1.76, 2.40, 4.56)  -0.172
I (-4.00, 2.37, 2.47)  0.901
H (-4.53, -3.25, -3.46)  0.110
H (-4.18, -4.14, -1.74)  0.097
H (-2.79, -1.95, -1.21)  0.093
H (0.49, -1.34, -4.68)  0.145
H (0.69, -3.15, -4.18)  0.141
H (2.92, -2.48, -3.88)  0.123
H (2.34, -2.15, -2.16)  0.108
H (3.64, -0.22, -4.13)  0.120
H (1.86, 0.38, -3.84)  0.118
H (3.94, 1.11, -2.13)  0.117
H (3.73, -0.54, -1.38)  0.108
H (1.02, 0.33, -1.46)  0.090
H (1.80, 1.97, -1.66)  0.128
H (2.74, 0.11, 0.80)  0.119
H (3.01, 1.89, 0.51)  0.140
H (1.33, 1.57, 2.33)  0.158
H (1.15, 3.49, 0.37)  0.158
H (-2.32, 1.23, 0.17)  0.067
H (-1.00, 0.37, -0.75)  0.126
H (1.45, -1.98, 0.34)  0.130
H (1.67, -2.67, 3.63)  0.127
H (1.97, -0.93, 2.96)  0.105
H (0.77, -1.26, 4.37)  0.108
H (-0.78, 0.29, 3.56)  0.101
H (-1.23, 3.00, 2.49)  0.112
H (-2.45, 1.69, 5.13)  0.092
H (-2.14, 3.46, 4.79)  0.028
H (-0.69, 2.34, 4.96)  0.111
Hg (-4.81, 4.52, 4.28)  0.771



Molecular formula: C17H28BrCoO9
Method: DFT, ωB97M-V/def2-TZVPD

E_HOMO (alpha / beta) in eV: -16.5 / -16.0
Multiplicity: 5
⟨S²⟩: 6.015
Kohn-Sham gap (alpha / beta) in eV: 11.9499 / 6.1770
Total charge: +2

Last column: Löwdin charge in e.
Cartesian coordinates (Å):
Co (1.24, -0.68, 0.04)  0.727
Br (3.38, -0.97, 1.24)  0.404
O (1.16, 1.45, 0.42)  0.006
C (1.37, 2.32, 1.27)  -0.414
O (1.21, 3.59, 1.04)  0.090
C (1.34, 4.50, 2.20)  -0.052
C (1.97, 3.49, 3.20)  -0.145
C (1.66, 2.08, 2.74)  -0.072
H (0.39, 4.85, 2.62)  0.130
H (1.93, 5.41, 2.16)  0.138
H (1.56, 3.72, 4.18)  0.122
H (3.04, 3.63, 3.33)  0.125
H (0.77, 1.65, 3.21)  0.128
H (2.53, 1.46, 2.90)  0.098
O (-0.80, -0.14, -0.66)  0.005
C (-1.86, -0.04, -1.31)  -0.352
O (-2.31, -1.11, -2.03)  0.017
C (-3.51, -0.78, -2.78)  -0.097
C (-4.01, 0.60, -2.23)  -0.100
C (-2.77, 1.14, -1.50)  -0.051
H (-4.24, -1.55, -2.56)  0.132
H (-3.27, -0.73, -3.84)  0.128
H (-4.88, 0.44, -1.59)  0.122
H (-4.28, 1.26, -3.06)  0.122
H (-2.94, 1.75, -0.61)  0.140
H (-2.16, 1.84, -2.07)  0.141
O (0.00, -0.82, 1.86)  0.018
C (-0.32, -1.05, 3.00)  -0.422
O (-1.58, -0.93, 3.45)  0.079
C (-1.67, -1.27, 4.81)  -0.147
C (-0.25, -1.12, 5.34)  -0.130
C (0.64, -1.37, 4.14)  -0.050
H (-2.07, -2.28, 4.87)  0.138
H (-2.31, -0.64, 5.43)  0.141
H (-0.19, -1.82, 6.17)  0.131
H (-0.15, -0.13, 5.77)  0.125
H (1.04, -2.38, 4.08)  0.146
H (1.40, -0.63, 3.90)  0.102
O (1.70, -0.21, -1.92)  -0.003
C (1.62, -0.20, -3.16)  -0.322
O (1.87, 0.92, -3.90)  0.058
C (1.59, 0.69, -5.29)  -0.095
C (1.76, -0.84, -5.33)  -0.153
C (1.11, -1.30, -4.09)  -0.073
H (2.32, 1.20, -5.92)  0.140
H (0.62, 1.13, -5.54)  0.137
H (2.78, -1.19, -5.50)  0.141
H (1.13, -1.20, -6.14)  0.130
H (1.47, -2.29, -3.80)  0.134
H (0.02, -1.31, -4.13)  0.140
C (-0.18, -3.36, -0.66)  -0.115
O (1.06, -2.73, -0.65)  -0.162
H (-0.61, -3.40, -1.66)  0.096
H (-0.06, -4.39, -0.32)  0.106
H (-0.91, -2.92, 0.02)  0.092
H (1.65, -3.31, -1.14)  0.128



Molecular formula: C17H28ClN3
Method: DFT, ωB97M-V/def2-TZVPD

E_HOMO in eV: -7.4
ΔE to the lowest compared entry with this formula, charge and spin in kcal/mol: 62.3
Structure (SMILES): CCN(CC)C[C@H](c1ccccc1Cl)N1CCN(C)CC1
Kohn-Sham gap in eV: 8.1447

Last column: Löwdin charge in e.
Cartesian coordinates (Å):
Cl (-2.19, 1.92, -1.29)  0.801
C (0.51, 4.91, -1.24)  -0.039
C (1.57, 4.23, -0.71)  -0.112
C (-0.80, 4.22, -1.24)  -0.063
C (1.56, 2.90, -0.43)  -0.043
C (-0.82, 2.85, -1.07)  -0.633
C (0.37, 2.18, -0.48)  -0.121
N (0.51, -2.70, -3.01)  -0.204
N (-0.35, -0.55, 2.02)  -0.144
N (0.80, -0.42, -1.21)  -0.083
C (-0.72, -3.34, -2.59)  -0.091
C (0.10, 1.18, 3.88)  -0.109
C (-2.18, -1.60, 3.23)  -0.126
C (0.60, 0.00, 3.07)  -0.215
C (-1.05, -1.80, 2.34)  -0.294
C (1.68, -2.67, -2.09)  -0.151
C (0.27, -1.34, -3.46)  -0.218
C (1.40, -1.73, -0.84)  -0.143
C (-0.12, -0.35, -2.39)  -0.205
C (-0.64, 0.20, 0.76)  -0.185
C (0.49, 0.65, -0.12)  -0.206
H (0.63, 5.92, -1.44)  0.075
H (2.45, 4.82, -0.49)  0.111
H (-1.74, 4.64, -1.45)  0.082
H (2.36, 2.41, -0.09)  0.079
H (-1.52, -3.43, -3.31)  0.088
H (-1.10, -2.91, -1.64)  0.079
H (-0.51, -4.30, -2.25)  0.054
H (-0.73, 0.94, 4.59)  0.080
H (0.95, 1.61, 4.39)  0.064
H (-0.29, 2.00, 3.26)  0.064
H (-2.96, -0.90, 2.82)  0.094
H (-1.77, -1.19, 4.12)  0.038
H (-2.78, -2.47, 3.68)  0.101
H (0.74, -0.75, 3.87)  0.110
H (1.58, 0.23, 2.56)  0.112
H (-0.39, -2.48, 2.92)  0.118
H (-1.42, -2.25, 1.45)  0.094
H (2.00, -3.73, -1.74)  0.139
H (2.60, -2.33, -2.61)  0.112
H (1.08, -0.91, -4.02)  0.110
H (-0.57, -1.28, -4.19)  0.128
H (0.67, -2.26, -0.23)  0.091
H (2.32, -1.70, -0.35)  0.089
H (-0.14, 0.71, -2.79)  0.118
H (-1.16, -0.54, -2.00)  0.082
H (-1.24, 1.06, 1.10)  0.098
H (-1.40, -0.25, 0.20)  0.075
H (1.34, 0.61, 0.53)  0.099



Molecular formula: C17H28F4IN2O8P2S
Method: DFT, ωB97M-V/def2-TZVPD

E_HOMO in eV: -11.2
Kohn-Sham gap in eV: 7.6748
Total charge: +1

Last column: Löwdin charge in e.
Cartesian coordinates (Å):
C (5.04, 3.42, 2.24)  0.172
C (3.95, 3.02, 1.96)  -0.029
C (2.60, 2.51, 1.66)  -0.437
F (1.72, 3.31, 2.39)  0.071
O (2.40, 1.23, 2.18)  -0.018
C (2.43, 0.06, 1.41)  -0.355
P (4.08, -0.79, 1.68)  0.156
O (3.84, -2.26, 1.12)  -0.203
O (4.05, -0.96, 3.28)  -0.171
S (5.64, 0.14, 1.11)  0.379
C (1.84, 0.14, -0.01)  -0.623
I (3.23, -0.31, -1.65)  1.175
C (0.71, -0.90, -0.17)  -0.249
O (1.28, -2.18, -0.40)  -0.044
C (0.56, -3.23, 0.05)  -0.709
F (0.82, -3.49, 1.35)  0.166
F (-0.76, -3.00, -0.03)  0.162
F (0.87, -4.29, -0.66)  0.218
N (1.32, 1.52, -0.35)  -0.178
P (-0.47, 1.82, -0.13)  1.086
C (-1.40, 1.15, 1.30)  -0.365
C (-0.73, 0.95, 2.67)  -0.115
C (-1.01, 3.31, -1.04)  -0.394
C (-2.41, 3.71, -0.58)  -0.147
C (2.17, 2.69, 0.19)  -0.152
C (3.28, 3.09, -0.78)  -0.224
O (3.47, 4.47, -0.55)  -0.122
N (4.79, 4.87, -1.11)  0.037
O (5.28, 5.65, -0.44)  0.136
H (5.89, 3.90, 2.68)  0.069
H (1.74, -0.61, 1.95)  0.117
H (3.92, -2.93, 1.82)  0.102
H (3.18, -1.19, 3.63)  0.091
H (0.07, -0.62, -1.01)  0.115
H (0.11, -0.92, 0.73)  0.106
H (1.46, 1.59, -1.37)  0.072
H (-1.85, 0.21, 0.99)  0.075
H (-2.23, 1.84, 1.43)  0.081
H (-0.26, -0.04, 2.75)  0.062
H (-1.53, 0.94, 3.42)  0.087
H (-0.04, 1.74, 2.94)  0.062
H (-0.33, 4.16, -0.94)  0.079
H (-1.04, 3.06, -2.10)  0.082
H (-2.72, 4.54, -1.22)  0.087
H (-3.14, 2.92, -0.71)  0.082
H (-2.42, 4.09, 0.44)  0.081
H (1.47, 3.52, 0.18)  0.129
H (4.20, 2.51, -0.64)  0.088
H (2.96, 2.92, -1.82)  0.114
O (-3.32, -2.01, -3.15)  0.093
C (-3.85, -3.02, -2.77)  -0.532
O (-5.15, -3.20, -3.05)  0.006
C (-5.84, -4.43, -2.79)  -0.229
C (-6.35, -4.51, -1.37)  -0.063
C (-3.11, -4.02, -1.92)  0.007
H (-5.21, -5.28, -3.05)  0.114
H (-6.67, -4.43, -3.49)  0.125
H (-5.54, -4.50, -0.64)  0.066
H (-6.92, -5.43, -1.22)  0.085
H (-7.00, -3.66, -1.15)  0.084
H (-3.15, -3.67, -0.89)  0.085
H (-2.08, -4.03, -2.25)  0.084
H (-3.49, -5.04, -1.96)  0.074



Number 1: strongest force on any atom 0.087 Eh/bohr. Number 2: strongest force on any atom 0.073 Eh/bohr. Number 3: strongest force on any atom 0.086 Eh/bohr. Number 4: strongest force on any atom 0.055 Eh/bohr.